Formula: C44H53GeNO2PRuSeTe
Source: OMol25
Level of theory: ωB97M-V with the def2-TZVPD basis set

Last column: Löwdin charge in e.
Geometry (Å):
O: 4.17394 0.85709 -0.30794  0.05
C: -1.58525 3.14211 3.36942  -0.24
C: -2.76479 -2.20477 2.09119  -0.27
H: -0.76411 -3.42651 3.36353  0.02
C: 4.27865 -0.68045 -2.18752  -0.23
H: -2.32081 5.56080 -2.11896  0.03
C: 2.58638 -3.28270 -0.52131  -0.07
H: 0.98403 -5.35945 1.60782  0.12
H: -1.68150 2.20423 5.28396  0.13
C: -1.74916 4.53008 3.89755  -0.03
H: 4.14959 3.29022 -0.92953  0.04
H: -0.48761 0.61944 -0.29591  0.00
H: -2.39867 4.76121 -0.56128  0.01
H: -0.16114 -4.76167 -5.44037  0.12
C: -1.36951 0.76013 3.74771  -0.27
H: -1.72869 3.91456 -1.96560  0.01
C: 3.70569 0.13412 -1.14145  -0.46
H: -1.09013 -3.10426 -7.01393  0.12
C: -4.15372 -3.71051 3.30487  0.01
H: -5.96533 -1.88312 1.13496  0.13
H: 3.78085 0.32023 2.00167  0.07
H: 0.25407 0.06384 -4.46935  0.10
H: 1.71789 6.69332 -2.73929  0.02
H: 0.98240 -4.01969 -3.39115  0.11
H: -2.38002 -0.80219 4.77604  0.10
H: 3.25622 -4.64525 0.98195  0.12
C: -1.13036 1.48756 -0.00609  -0.10
C: -0.47451 -1.41669 -5.84292  -0.06
Se: 1.75226 2.76644 -1.46360  0.90
C: 1.48571 -2.74898 -1.18692  -0.39
C: -1.20046 0.56569 2.37247  -0.31
H: -0.69597 -1.17354 4.36113  0.03
N: 1.36266 -0.39645 1.12321  -0.18
C: 6.10515 -1.45607 -3.52801  -0.03
H: -1.75898 -3.48942 4.83073  0.10
H: -0.60864 7.87311 -0.01435  0.02
C: 0.16476 -0.99245 -4.68889  -0.08
H: 3.50874 4.39005 -2.18746  0.04
H: -0.97483 -4.43571 0.42705  0.12
H: -4.25178 -4.48042 4.05509  0.13
H: -2.17447 4.51770 4.89698  0.09
H: -1.49533 3.76559 1.33108  0.10
H: -0.72987 2.39743 -0.46068  0.01
C: 0.79602 6.13194 -2.85508  -0.21
C: 1.97622 -0.83680 2.17861  -0.71
Ru: 1.77218 0.35001 -0.73893  0.85
H: 3.98077 2.72497 -2.61693  0.04
H: -1.73063 -4.86915 3.74425  0.10
C: -1.71256 -3.78149 3.78053  -0.06
C: -6.63175 -3.81902 2.87458  -0.03
H: 3.58522 -2.97386 -0.79767  0.11
C: 3.55429 3.35844 -1.84044  -0.34
C: 3.47006 -0.67318 2.31600  0.02
H: 1.08950 7.50369 0.24814  0.03
C: 2.40041 -4.22401 0.47558  -0.04
H: 0.77912 3.76649 0.59925  0.00
Ge: 0.00987 5.63681 -1.11417  0.83
H: 5.60253 -2.83898 -5.07646  0.12
H: 3.76493 -0.84397 3.34688  0.10
H: -0.88504 -0.69568 -6.53292  0.12
H: 7.15611 -1.45371 -3.77626  0.12
C: -2.87788 -3.22103 3.02998  -0.31
C: -5.27468 -3.24845 2.63595  -0.24
C: -0.59086 -2.77123 -6.11528  -0.04
C: -1.24298 1.64700 1.48464  -0.29
C: 3.39199 -1.48850 -2.92546  -0.29
H: -1.06443 -0.07850 5.69659  0.10
H: 0.09387 6.76215 -3.39288  0.03
C: -5.10905 -2.25508 1.67776  0.01
H: -3.87541 0.30709 0.76389  0.10
C: -3.74603 -0.68313 0.32356  -0.06
C: 0.02084 -4.09519 0.17341  -0.13
C: -3.85980 -1.73557 1.37742  -0.29
H: -2.38695 5.12224 3.24398  0.09
H: -2.11527 1.32754 -0.44710  0.09
H: -7.01020 -4.27325 1.96036  0.09
P: 1.65466 -1.37533 -2.37307  1.04
H: 3.19213 -2.88220 -4.54038  0.11
H: -2.76180 -0.74439 -0.14829  0.03
C: 1.12135 -4.62584 0.82886  -0.05
C: -1.55746 2.04890 4.22284  0.02
H: -0.65709 -2.76185 -1.37204  0.11
C: -0.06838 -3.70534 -5.23254  -0.05
C: 0.08885 7.08059 0.23531  -0.20
H: -0.77645 5.02118 3.95404  0.09
O: 1.33469 -1.42497 3.08673  -0.11
Te: -0.73648 -1.37500 1.66503  1.91
H: -4.51131 -0.81887 -0.43749  0.10
C: 5.22642 -2.24088 -4.26398  -0.01
H: 3.95867 -1.41401 1.68224  0.09
C: 3.86947 -2.26740 -3.96616  -0.03
C: 0.57474 -3.29329 -4.08125  -0.10
H: -7.32464 -3.02883 3.15518  0.09
C: -1.44257 2.92011 2.00359  -0.01
H: 0.98935 5.25285 -3.46550  0.01
C: 0.19834 -3.15473 -0.83164  -0.18
H: 2.16834 4.69757 0.02633  0.03
C: -1.79779 4.87363 -1.45756  -0.20
C: 1.24415 4.21231 -0.27955  -0.54
C: 0.69764 -1.93175 -3.81029  -0.37
H: 6.32441 -0.06717 -1.90477  0.13
H: -0.14832 6.71482 1.23058  0.01
C: -1.37270 -0.38918 4.70092  -0.05
C: 5.64434 -0.67539 -2.48237  0.02
H: -6.61632 -4.56880 3.65751  0.08

Values from the calculation:
Net charge ... +2
Spin multiplicity ... 6
Orbital gap (alpha / beta) ... 0.273 / 0.209 hartree
M ... 1039.1 g mol⁻¹
E_tot ... -193082.356 eV
<S²> ... 8.791
ΔE to the lowest compared entry with this formula, charge and spin ... 28.19 kcal/mol